Record 1
13
Properties=species:S:1:pos:R:3:forces:R:3 method="wB97M-V/def2-TZVPD" spin_multiplicity=1 orbital_gap_ev=9.0713 max_force_ev_per_a=1.84 relative_energy_kcal_mol=89.5 homo_energy_ev=-8.75 energy_ha=-249.33060
H -0.9428 -1.9953 -0.1827 -0.142 0.792 0.095
H -1.2434 -0.2037 -0.5580 -0.454 1.148 -1.371
N -1.8913 2.1429 1.5666 0.526 -0.502 -0.804
H 1.3388 1.3582 -1.0083 -0.242 -0.029 0.047
C -1.3560 1.5167 0.7460 -0.616 0.128 0.700
H 1.2276 0.9648 0.7194 -0.126 -0.040 -0.205
C -0.3849 -1.1173 0.1983 0.417 -0.003 0.521
H -0.3974 -1.0920 1.2781 0.279 -0.055 0.189
C -0.6954 0.7521 -0.2601 -0.108 -1.132 0.812
H 1.7880 -1.2882 -0.1221 0.075 -0.032 -0.095
C 0.8283 0.7235 -0.2771 0.111 -0.040 -0.085
C 0.9109 -0.7786 -0.5139 0.277 -0.136 -0.005
H 0.8176 -0.9831 -1.5862 0.003 -0.097 0.200

=====

Record 2
33
Properties=species:S:1:pos:R:3:forces:R:3 method="wB97M-V/def2-TZVPD" spin_multiplicity=1 orbital_gap_ev=5.1580 max_force_ev_per_a=16.45 charge=+3 relative_energy_kcal_mol=26.4 homo_energy_ev=-17.39 energy_ha=-16753.95507
C 11.9446 -14.3965 17.2308 2.877 1.191 0.283
H 13.2690 -11.1865 23.6032 0.255 -0.553 0.446
H 13.0709 -15.2354 15.6037 0.266 -0.324 0.175
H 10.8447 -11.8036 18.5124 -0.208 0.178 -0.029
Na 7.4928 -14.0827 19.8310 -16.446 -0.025 -0.546
Na 8.9306 -13.7801 21.9398 -4.115 0.961 4.094
Br 8.0197 -10.7692 19.4523 0.262 -0.459 0.602
C 10.8207 -10.9589 19.2009 0.234 -0.191 1.366
H 9.9249 -10.3707 21.1326 -0.172 0.347 -0.404
Br 12.5882 -11.0482 20.1492 -0.083 1.598 -2.643
C 12.2076 -11.4335 23.5846 1.228 0.387 0.271
O 9.0205 -13.9636 19.7710 12.032 1.287 0.482
O 11.0067 -14.8538 19.5666 1.946 -0.645 -3.419
H 11.8705 -10.4511 23.2540 -1.041 -0.233 0.075
H 10.6893 -10.0157 18.6706 0.444 -0.085 0.080
Na 10.2933 -16.3102 20.3963 -1.353 -5.420 2.035
H 11.8674 -14.4548 18.3165 0.626 0.143 -1.738
H 9.7798 -12.0680 20.7901 -0.144 0.986 -0.505
C 13.0566 -15.2851 16.6925 -0.300 -0.517 0.413
Na 12.2175 -14.9000 21.1594 3.052 -1.352 -1.378
Na 9.5142 -15.0729 18.2355 -4.960 -2.472 6.480
C 11.9411 -12.5454 22.5827 -0.405 1.284 2.633
O 10.5946 -13.7441 21.2265 1.730 1.067 2.638
H 10.8736 -12.7528 22.5088 1.183 0.614 1.839
H 12.2698 -13.3805 17.0069 -0.850 0.280 -0.463
H 12.8736 -16.2774 17.1048 0.244 -0.264 -0.690
Br 12.9697 -14.1269 23.1386 0.820 0.862 2.926
Br 11.6567 -11.8029 25.4802 0.154 0.196 -1.662
C 9.7770 -11.0838 20.3217 -0.104 0.241 -0.663
Br 14.8357 -14.8118 17.3937 -0.983 0.147 -0.122
C 10.2350 -14.0997 20.1594 -0.644 -0.197 -2.493
Br 10.2433 -14.8549 16.4683 4.080 1.343 -11.582
H 12.1951 -12.3299 21.5449 0.374 -0.375 1.499

=====

Record 3
20
Properties=species:S:1:pos:R:3:forces:R:3 method="wB97M-V/def2-TZVPD" spin_multiplicity=1 orbital_gap_ev=7.1229 max_force_ev_per_a=6.06 charge=-1 relative_energy_kcal_mol=27.6 homo_energy_ev=-5.06 energy_ha=-1191.89767
C -1.7648 -1.4149 1.5907 -2.685 -3.908 -1.162
H 4.3653 3.3924 -0.3653 0.094 0.056 0.007
O 1.6064 1.4628 -0.5586 3.187 2.521 -0.296
O -2.3395 -1.9239 2.5201 -0.064 0.212 0.962
C -1.9553 -2.1216 0.1101 -1.936 -1.198 3.969
O -1.0210 -0.4340 1.5119 -0.287 1.711 5.272
C 3.3783 3.1491 -0.7558 -0.149 -0.356 0.048
H 3.4485 2.9866 -1.8302 0.113 0.098 0.036
Ba -0.0843 0.0577 -0.2533 2.557 4.384 -2.494
O -1.2614 -1.5415 -0.7314 -1.832 -3.869 -4.283
H 2.1257 3.0470 1.6177 -0.100 0.065 0.058
O -2.6983 -3.0673 0.0404 -0.320 -0.552 -0.655
H 2.7137 3.9935 -0.5778 -0.100 0.064 0.024
C 2.8388 1.8886 -0.0607 1.120 0.515 0.212
C 2.7268 2.1557 1.4468 -0.199 -0.219 -0.451
I 1.6527 0.4955 -5.5680 -0.029 -0.008 0.325
I 1.6212 1.0005 -2.7109 0.747 0.354 -1.779
H 2.2501 1.3128 1.9470 0.045 -0.024 0.128
H 3.5967 1.0875 -0.2053 -0.249 0.160 -0.014
H 3.7149 2.3155 1.8718 0.086 -0.006 0.092